1.
{
  "formula": "C6H12NO",
  "method": "the ωB97M-V functional and the def2-TZVPD basis",
  "elements": ["O", "C", "C", "C", "C", "C", "C", "N", "H", "H", "H", "H", "H", "H", "H", "H", "H", "H", "H", "H"],
  "coordinates": [[-2.300, -0.515, -0.985], [-1.077, -0.877, -0.796], [-0.100, -0.349, 0.193], [1.409, -0.650, 0.074], [2.189, 0.688, 0.345], [2.704, 0.933, 2.753], [1.899, 1.153, 1.721], [-5.005, -0.537, -2.577], [-0.690, -1.661, -1.476], [-0.476, 0.180, 1.012], [1.618, -1.265, -0.856], [1.768, -1.294, 0.954], [3.324, 0.617, 0.343], [1.894, 1.418, -0.515], [2.520, 1.078, 3.854], [3.686, 0.724, 2.526], [0.815, 1.597, 1.839], [-4.179, -0.559, -1.982], [-5.114, 0.416, -2.959], [-4.884, -1.099, -3.466]],
  "nbo_charge": [-0.529, 0.274, -0.077, -0.472, -0.443, -0.394, -0.177, -1.092, 0.126, 0.195, 0.231, 0.237, 0.221, 0.219, 0.214, 0.183, 0.196, 0.391, 0.348, 0.351],
  "gap_ha": [0.37414, 0.28305],
  "total_charge": 0,
  "homo_energy_ev": [-9.29, -9.30],
  "spin_multiplicity": 2,
  "e_tot_ha": -365.68106
}

***

2.
{
  "formula": "C21H22N4O5S",
  "method": "the ωB97M-V functional and the def2-TZVPD basis",
  "elements": ["C", "O", "C", "C", "C", "C", "C", "C", "O", "C", "C", "O", "N", "C", "C", "C", "C", "S", "O", "O", "N", "C", "C", "C", "C", "N", "C", "C", "N", "C", "C", "H", "H", "H", "H", "H", "H", "H", "H", "H", "H", "H", "H", "H", "H", "H", "H", "H", "H", "H", "H", "H", "H"],
  "coordinates": [[-6.631, -0.733, 2.883], [-5.972, -0.224, 1.750], [-5.416, -1.108, 0.874], [-5.386, -2.483, 1.030], [-4.775, -3.286, 0.077], [-4.183, -2.721, -1.032], [-4.205, -1.343, -1.206], [-4.825, -0.535, -0.271], [-4.910, 0.836, -0.348], [-4.515, 1.456, -1.545], [-2.995, 1.552, -1.726], [-2.484, 1.689, -2.813], [-2.343, 1.491, -0.534], [-0.982, 1.589, -0.270], [-0.046, 1.867, -1.266], [1.292, 1.980, -0.935], [1.694, 1.808, 0.375], [3.411, 1.970, 0.822], [4.186, 2.283, -0.338], [3.524, 2.794, 1.986], [3.783, 0.419, 1.373], [4.149, -0.632, 0.569], [3.808, -0.681, -0.780], [4.230, -1.802, -1.482], [3.952, -1.957, -2.942], [4.901, -2.782, -0.885], [5.166, -2.654, 0.405], [5.908, -3.765, 1.071], [4.821, -1.618, 1.159], [0.778, 1.529, 1.373], [-0.560, 1.420, 1.052], [-5.944, -1.280, 3.538], [-7.017, 0.136, 3.412], [-7.464, -1.386, 2.605], [-5.840, -2.944, 1.893], [-4.764, -4.356, 0.214], [-3.700, -3.340, -1.771], [-3.730, -0.914, -2.075], [-4.952, 0.975, -2.428], [-4.904, 2.479, -1.487], [-2.942, 1.352, 0.275], [-0.375, 2.000, -2.284], [2.033, 2.219, -1.682], [4.141, 0.372, 2.315], [3.273, 0.122, -1.253], [4.454, -1.168, -3.499], [4.316, -2.923, -3.281], [2.884, -1.879, -3.135], [6.664, -4.157, 0.397], [6.359, -3.409, 1.991], [5.213, -4.570, 1.305], [1.125, 1.417, 2.387], [-1.288, 1.208, 1.822]],
  "nbo_charge": [-0.251, -0.485, 0.240, -0.281, -0.212, -0.222, -0.296, 0.308, -0.506, -0.166, 0.656, -0.593, -0.608, 0.171, -0.198, -0.186, -0.364, 2.322, -0.919, -0.927, -0.859, 0.424, -0.368, 0.299, -0.655, -0.505, 0.448, -0.649, -0.515, -0.161, -0.232, 0.175, 0.203, 0.178, 0.221, 0.217, 0.219, 0.225, 0.210, 0.225, 0.418, 0.254, 0.244, 0.438, 0.229, 0.229, 0.236, 0.225, 0.231, 0.227, 0.230, 0.238, 0.217],
  "gap_ha": 0.33165,
  "total_charge": 0,
  "homo_energy_ev": -8.67,
  "e_tot_ha": -1806.87043
}

***

3.
{
  "formula": "C44H42ClN4NiOP2STe",
  "method": "the ωB97M-V functional and the def2-TZVPD basis",
  "elements": ["Ni", "Te", "C", "C", "C", "N", "C", "C", "C", "P", "C", "C", "C", "C", "C", "C", "C", "C", "C", "C", "C", "C", "P", "C", "C", "C", "C", "C", "C", "C", "C", "C", "C", "C", "C", "H", "H", "H", "H", "H", "H", "H", "H", "H", "H", "H", "H", "H", "H", "H", "H", "H", "H", "H", "H", "H", "H", "H", "H", "C", "C", "C", "C", "N", "C", "S", "N", "H", "H", "H", "H", "H", "Cl", "C", "C", "C", "C", "N", "C", "H", "H", "H", "H", "C", "C", "C", "C", "O", "H", "H", "H", "H", "H", "H", "H", "H", "H"],
  "coordinates": [[-1.153, 0.581, 0.850], [2.649, -1.417, -2.123], [3.989, -2.651, -1.042], [4.733, -2.172, 0.031], [5.555, -3.045, 0.723], [5.694, -4.333, 0.424], [4.989, -4.783, -0.610], [4.133, -3.997, -1.364], [1.632, -0.604, -0.530], [1.950, 0.865, 0.262], [1.539, 0.595, 1.997], [0.288, 1.010, 2.461], [-0.142, 0.643, 3.745], [0.640, -0.190, 4.518], [1.856, -0.676, 4.028], [2.287, -0.296, 2.769], [3.711, 1.353, 0.187], [4.352, 1.478, -1.053], [5.701, 1.763, -1.128], [6.442, 1.940, 0.036], [5.815, 1.854, 1.273], [4.462, 1.564, 1.349], [-0.097, -0.983, -0.267], [-0.856, -0.860, -1.937], [-0.797, -1.829, -2.934], [-1.338, -1.586, -4.188], [-1.938, -0.365, -4.465], [-2.004, 0.608, -3.477], [-1.472, 0.360, -2.223], [-0.087, -2.784, 0.017], [-1.236, -3.541, -0.214], [-1.260, -4.895, 0.077], [-0.137, -5.512, 0.614], [0.999, -4.762, 0.871], [1.020, -3.407, 0.580], [4.678, -1.134, 0.333], [6.137, -2.684, 1.565], [5.099, -5.837, -0.843], [3.571, -4.440, -2.176], [-0.293, 1.762, 1.919], [-1.105, 0.995, 4.090], [0.299, -0.494, 5.501], [2.455, -1.352, 4.623], [3.201, -0.723, 2.371], [3.789, 1.352, -1.968], [6.177, 1.842, -2.096], [7.501, 2.153, -0.023], [6.379, 2.007, 2.184], [3.985, 1.508, 2.317], [-0.332, -2.786, -2.731], [-1.289, -2.353, -4.950], [-2.360, -0.177, -5.444], [-2.484, 1.560, -3.673], [-1.540, 1.119, -1.438], [-2.118, -3.065, -0.626], [-2.158, -5.469, -0.116], [-0.152, -6.572, 0.836], [1.877, -5.231, 1.297], [1.903, -2.816, 0.787], [-7.549, 2.540, 0.174], [-6.099, 2.594, -0.215], [-5.715, 2.710, -1.548], [-4.350, 2.671, -1.779], [-3.451, 2.545, -0.821], [-3.909, 2.476, 0.453], [-2.763, 2.323, 1.717], [-5.218, 2.487, 0.764], [-8.161, 3.170, -0.472], [-7.661, 2.852, 1.210], [-7.917, 1.515, 0.087], [-6.433, 2.809, -2.350], [-3.961, 2.732, -2.793], [-6.550, -1.154, -1.265], [-5.283, -1.365, -0.099], [-5.408, -2.303, 0.916], [-4.359, -2.418, 1.825], [-3.250, -1.609, 1.666], [-3.141, -0.712, 0.683], [-4.146, -0.583, -0.183], [-6.293, -2.918, 0.988], [-4.402, -3.125, 2.642], [-2.400, -1.671, 2.340], [-4.047, 0.174, -0.950], [-0.137, 4.032, -0.695], [1.250, 3.561, -0.270], [2.297, 4.007, -1.278], [1.585, 4.051, 1.132], [1.136, 2.105, -0.300], [-0.223, 5.111, -0.547], [-0.913, 3.537, -0.108], [-0.305, 3.809, -1.748], [2.186, 5.079, -1.447], [2.142, 3.494, -2.228], [3.313, 3.822, -0.932], [1.508, 5.139, 1.159], [2.602, 3.774, 1.420], [0.885, 3.647, 1.857]],
  "mulliken_charge": [0.147, 0.234, 0.008, 0.363, -0.431, -0.682, -0.367, -0.326, -2.174, 1.386, 0.969, -0.314, -0.617, -0.712, -1.096, 0.289, 0.849, -0.556, -0.881, -0.601, -0.740, -0.346, 3.215, 0.375, -0.101, -0.792, -0.932, -0.924, -0.229, -0.014, -0.565, -0.817, -0.728, -0.800, -0.870, 0.217, 0.381, 0.362, 0.367, -1.014, 0.529, 0.368, 0.431, 0.336, 0.374, 0.445, 0.379, 0.410, 0.471, 0.424, 0.438, 0.384, 0.379, 0.393, 0.500, 0.425, 0.376, 0.464, 0.467, -1.259, 1.048, -1.092, 0.033, -0.095, -0.069, -0.538, -0.471, 0.361, 0.351, 0.198, 0.389, 0.355, -0.251, -0.061, -0.290, -0.821, -0.603, 0.576, -0.441, 0.456, 0.441, 0.306, 0.485, -1.253, 1.772, -1.723, -1.468, 0.326, 0.467, -0.017, 0.316, 0.483, 0.246, 0.329, 0.504, 0.265, 0.216],
  "gap_ha": 0.16692,
  "total_charge": -1,
  "homo_energy_ev": -2.38,
  "e_tot_ha": -5313.58512
}